1) ORCA calculation (ωB97M-V/def2-TZVPD) on a cluster of 8 separate species, H16O8 in total.

Geometry as ORCA input:
```
! wB97M-V def2-TZVPD RIJCOSX def2/J DEFGRID3
* xyz 0 1
O 1.7056 -2.2629 1.8259
H 1.1425 -3.0369 1.8306
H 1.5709 -1.8733 0.9620
O -0.2040 3.9702 2.1052
H -0.7872 3.3477 1.6707
H -0.1082 3.6289 2.9943
O 1.9169 -1.4081 -1.1061
H 1.7013 -2.2870 -1.4179
H 2.8164 -1.4808 -0.7867
O -1.5261 -1.5478 -2.3415
H -0.9688 -1.0006 -1.7881
H -1.0779 -1.5690 -3.1870
O -0.3300 -0.2131 0.7305
H 0.3049 -0.3461 0.0267
H -0.2259 0.7060 0.9770
O -1.7969 -2.1664 1.7111
H -1.2261 -1.4701 1.3859
H -1.9381 -2.7343 0.9536
O -1.3028 2.5213 0.0238
H -1.9581 3.0518 -0.4294
H -0.8178 2.0876 -0.6783
O 0.6520 1.3186 -1.7658
H 1.1404 2.1331 -1.8853
H 1.3168 0.6314 -1.8112
*
```

The LUMO energy is -0.3059 eV. For the frontier orbital gap, the calculation gives 10.11 eV. The HOMO energy comes out at -10.41 eV. The molecular weight is 144.120 g mol⁻¹. As for the SMILES: O.O.O.O.O.O.O.O.


2) ORCA calculation (ωB97M-V/def2-TZVPD) on a cluster of 8 separate species, H16O8 in total.

Geometry as ORCA input:
```
! wB97M-V def2-TZVPD RIJCOSX def2/J DEFGRID3
* xyz 0 1
O 0.2880 0.5711 0.1822
H 0.1890 -0.2668 0.6602
H -0.2405 0.4665 -0.6196
O -1.5136 1.7525 -2.8085
H -1.4656 1.7078 -3.7709
H -2.1143 1.0421 -2.5573
O -2.2962 1.4224 1.8051
H -2.8175 2.2211 1.9435
H -1.4047 1.6579 2.0898
O -0.4066 -2.4004 0.5410
H -1.2295 -2.5710 0.0627
H 0.2130 -3.0795 0.2319
O 0.8231 -1.5761 -2.3827
H 0.3976 -2.3546 -2.7618
H 0.4582 -1.4922 -1.4917
O 3.0847 1.1965 0.9944
H 3.1390 0.2895 1.3136
H 2.2493 1.2340 0.4988
O 1.2668 -2.6970 2.9245
H 0.4803 -2.7334 2.3591
H 1.3383 -3.5722 3.3215
O -0.0581 3.4404 -0.7853
H 0.0839 2.7004 -0.1818
H -0.4646 3.0411 -1.5687
*
```

The LUMO energy is -0.4607 eV. For the frontier orbital gap, the calculation gives 10.05 eV. The HOMO energy comes out at -10.51 eV. The molecular weight is 144.120 g mol⁻¹. As for the SMILES: O.O.O.O.O.O.O.O.


Which structure above is the least stable? It is 2).